Computed, not measured: a 10-piece molecular cluster, C53H50N10O6 overall in a non-equilibrium geometry, with ωB97M-V/def2-TZVPD.

## Properties
E: -82946.3017 eV
Structure (SMILES): O=[N+]([O-])c1ccccc1.O=[N+]([O-])c1ccccc1.O=[N+]([O-])c1ccccc1.c1ccncc1.c1ccncc1.c1ccncc1.c1ccncc1.c1ccncc1.c1ccncc1.c1ccncc1

Geometry as ORCA input:
```
! RIJCOSX wB97M-V def2-TZVPD def2/J DEFGRID3
* xyz 0 1
N -2.93 2.53 -2.88
C -3.29 3.15 -1.73
C -4.59 3.34 -1.32
C -5.57 3.02 -2.25
C -5.22 2.44 -3.47
C -3.88 2.24 -3.72
H -2.41 3.47 -1.10
H -4.74 3.86 -0.39
H -6.65 3.12 -2.00
H -5.99 2.09 -4.18
H -3.55 1.78 -4.70
N 4.66 -0.25 -2.89
C 4.01 0.93 -2.88
C 4.57 2.18 -2.60
C 5.92 2.23 -2.28
C 6.57 1.02 -2.24
C 5.95 -0.17 -2.54
H 3.00 0.99 -3.10
H 4.00 3.08 -2.65
H 6.40 3.15 -2.01
H 7.53 0.88 -1.79
H 6.40 -1.13 -2.32
N -1.93 -2.36 2.41
C -0.85 -1.77 1.85
C -0.44 -0.44 2.05
C -1.21 0.36 2.89
C -2.43 -0.23 3.34
C -2.72 -1.60 3.17
H -0.17 -2.39 1.29
H 0.54 -0.19 1.58
H -0.95 1.37 3.08
H -3.15 0.16 4.10
H -3.62 -2.05 3.49
N 5.49 -0.01 2.73
C 4.34 0.26 3.29
C 4.27 0.96 4.47
C 5.46 1.34 5.08
C 6.69 1.19 4.39
C 6.68 0.41 3.22
H 3.43 -0.09 2.82
H 3.37 1.20 4.96
H 5.42 1.90 5.99
H 7.61 1.61 4.82
H 7.57 0.23 2.69
N 4.64 6.34 0.27
C 3.92 5.18 0.13
C 4.42 3.94 0.46
C 5.62 3.82 1.09
C 6.22 5.02 1.47
C 5.75 6.25 0.97
H 2.93 5.28 -0.30
H 3.83 3.06 0.18
H 6.01 2.86 1.37
H 7.06 5.09 2.08
H 6.33 7.12 1.19
N -1.41 3.83 1.56
C -2.00 3.96 2.73
C -1.35 4.15 3.97
C 0.01 4.33 3.86
C 0.68 4.21 2.63
C -0.07 3.96 1.47
H -3.05 3.69 2.60
H -1.95 4.25 4.81
H 0.62 4.40 4.75
H 1.72 4.38 2.53
H 0.42 3.66 0.49
N 1.62 1.90 -0.36
C 2.33 0.81 -0.11
C 2.07 -0.46 -0.56
C 0.92 -0.67 -1.36
C 0.21 0.47 -1.71
C 0.65 1.71 -1.22
H 3.16 0.87 0.64
H 2.76 -1.26 -0.19
H 0.58 -1.60 -1.64
H -0.69 0.49 -2.22
H 0.01 2.57 -1.50
C 2.08 -3.34 -4.09
C 0.94 -4.09 -4.26
C 0.43 -4.87 -3.16
C 1.09 -4.66 -1.99
C 2.16 -3.84 -1.78
C 2.70 -3.18 -2.85
N 0.48 -5.24 -0.84
O 0.86 -4.93 0.29
O -0.47 -5.97 -1.00
H 2.58 -2.90 -4.96
H 0.46 -4.20 -5.22
H -0.56 -5.36 -3.19
H 2.61 -3.79 -0.80
H 3.57 -2.54 -2.67
C -4.69 -0.81 -2.16
C -4.02 -0.74 -0.98
C -4.46 -1.17 0.24
C -5.75 -1.70 0.24
C -6.48 -1.87 -0.94
C -5.94 -1.41 -2.13
N -6.45 -1.79 1.55
O -5.75 -1.89 2.57
O -7.65 -1.75 1.58
H -4.25 -0.57 -3.14
H -3.12 -0.15 -1.03
H -3.94 -1.05 1.22
H -7.48 -2.27 -0.86
H -6.46 -1.59 -3.04
C -5.06 -5.92 1.06
C -5.56 -6.10 -0.25
C -5.00 -5.46 -1.30
C -3.94 -4.59 -1.00
C -3.44 -4.35 0.23
C -3.97 -5.04 1.29
N -3.38 -3.90 -2.14
O -4.10 -3.74 -3.09
O -2.23 -3.56 -2.00
H -5.36 -6.52 1.86
H -6.32 -6.79 -0.40
H -5.36 -5.42 -2.30
H -2.77 -3.53 0.39
H -3.57 -4.83 2.29
*
```



Computed, not measured: C53H51Br2N6O2TaTe as an isolated structure in a non-equilibrium geometry, with ωB97M-V/def2-TZVPD.

## Properties
E: -217729.9837 eV

Geometry as ORCA input:
```
! RIJCOSX wB97M-V def2-TZVPD def2/J DEFGRID3
* xyz 3 2
Ta 1.43 1.98 -0.98
C 1.39 5.42 -1.28
C 1.15 5.25 -2.72
C 1.94 4.11 -3.31
C 2.80 4.37 -4.34
C 2.80 3.40 -5.34
C 2.10 2.20 -5.22
C 1.39 1.99 -4.06
N 1.61 2.84 -3.02
N 0.80 4.30 -0.41
C 1.35 4.69 0.93
C 2.65 4.01 1.19
C 3.52 4.53 2.21
C 4.64 3.80 2.54
C 4.84 2.54 1.98
C 3.98 2.02 1.05
N 2.90 2.79 0.62
C -0.71 4.33 -0.37
C -1.36 3.20 -1.09
C -2.73 3.22 -1.42
C -3.25 2.16 -2.19
C -2.45 1.06 -2.43
C -1.13 1.03 -2.07
N -0.58 2.13 -1.47
H 1.02 6.39 -0.90
H 2.44 5.42 -1.02
H 1.53 6.19 -3.17
H 0.07 5.14 -3.02
H 3.39 5.28 -4.43
H 3.31 3.63 -6.28
H 2.07 1.38 -5.97
H 0.65 1.19 -4.00
H 0.66 4.43 1.76
H 1.48 5.80 0.95
H 3.32 5.56 2.55
H 5.40 4.12 3.27
H 5.74 2.01 2.26
H 4.11 1.06 0.54
H -1.00 5.34 -0.74
H -0.99 4.25 0.72
H -3.35 4.06 -1.09
H -4.28 2.14 -2.58
H -2.88 0.15 -2.94
H -0.49 0.18 -2.25
Br 5.50 2.89 -2.94
C 5.28 1.11 -2.57
C 6.29 0.21 -2.95
C 6.17 -1.16 -2.79
Br 7.71 -2.21 -3.06
C 4.97 -1.74 -2.25
C 4.76 -3.09 -1.92
C 3.50 -3.44 -1.37
C 2.51 -2.49 -1.21
N 2.66 -1.21 -1.59
C 3.89 -0.78 -1.96
C 4.09 0.60 -2.04
O 3.13 1.39 -1.50
H 7.19 0.61 -3.39
H 5.51 -3.88 -2.10
H 3.23 -4.47 -1.06
H 1.54 -2.70 -0.73
C -1.77 -8.45 0.29
C -1.94 -6.94 0.54
C -1.54 -6.03 -0.41
C -1.60 -4.63 -0.23
C -1.10 -3.71 -1.30
C -2.13 -4.15 1.04
Te -1.88 -2.14 1.85
N -0.91 -0.52 0.70
C 0.10 0.06 1.22
O 0.68 1.12 0.62
C 0.76 -0.23 2.54
C 1.49 -1.41 2.81
C 2.26 -1.51 4.00
C 2.03 -0.63 5.04
C 1.33 0.54 4.75
C 0.66 0.70 3.54
C -3.75 -1.19 1.53
C -4.38 -0.76 2.73
C -3.79 -0.90 4.18
C -5.65 -0.13 2.62
C -6.27 0.14 1.40
C -7.54 0.98 1.38
C -5.60 -0.32 0.21
C -4.37 -0.99 0.28
C -3.82 -1.64 -0.97
C -2.59 -5.08 2.01
C -3.34 -4.71 3.29
C -2.45 -6.47 1.74
H -2.37 -8.85 -0.54
H -2.03 -9.06 1.20
H -0.71 -8.63 0.00
H -1.16 -6.43 -1.34
H -1.56 -3.87 -2.26
H -0.04 -3.92 -1.51
H -1.14 -2.64 -0.99
H 1.56 -2.23 2.06
H 2.98 -2.35 4.03
H 2.31 -0.86 6.05
H 1.26 1.35 5.47
H 0.07 1.57 3.40
H -4.32 -0.34 4.91
H -2.75 -0.62 4.26
H -3.88 -1.94 4.53
H -6.19 0.12 3.52
H -7.45 1.82 2.05
H -8.45 0.40 1.57
H -7.62 1.35 0.38
H -6.01 -0.06 -0.79
H -4.39 -1.27 -1.83
H -3.94 -2.71 -1.00
H -2.73 -1.46 -1.02
H -4.22 -4.08 3.06
H -2.77 -4.20 4.06
H -3.73 -5.61 3.74
H -2.80 -7.20 2.51
*
```



| no. | molar mass (u) |
| --- | --- |
| 1 | 923.05 |
| 2 | 1272.39 |